A cluster of 7 separate species, C7H29NO6 in total at a distorted geometry. Source: the OMol25 dataset; level of theory: the ωB97M-V functional and the def2-TZVPD basis.

Cartesian coordinates (Å):
C  1.52815  -2.00824  -2.82187
C  1.62414  -0.55602  -2.32703
C  1.13901  -0.39448  -0.86686
N  0.51440  0.90418  -0.65157
C  1.39600  1.99642  -0.20451
C  1.37714  3.23432  -1.10247
C  -0.79115  0.79738  0.00581
C  -1.43151  2.07666  0.58165
H  0.84313  -2.20657  -3.64747
H  2.49264  -2.38194  -3.17708
H  1.32522  -2.66738  -1.98426
H  2.69446  -0.34630  -2.28265
H  1.17838  0.22320  -2.92762
H  0.34905  -1.10821  -0.65669
H  2.01293  -0.57173  -0.23865
H  2.39152  1.54267  -0.16632
H  1.04190  2.30913  0.77300
H  0.36382  3.39823  -1.43994
H  1.68614  4.10505  -0.51905
H  1.97132  3.11759  -2.00810
H  -1.49861  0.60998  -0.80429
H  -0.80366  0.00165  0.75479
H  -1.09241  2.32619  1.58641
H  -2.46646  1.77522  0.67095
H  -1.27991  2.87744  -0.13571
O  -0.83341  -1.66382  2.37763
H  -1.75575  -1.70824  2.64584
H  -0.79432  -2.06967  1.48206
O  -3.54815  -0.29086  1.69774
H  -3.10228  0.37970  2.22348
H  -3.29708  -0.21561  0.77391
O  2.41315  1.00551  3.83398
H  1.71387  0.35863  3.96340
H  2.88111  0.74558  3.03420
O  -1.63577  -2.96058  0.03167
H  -2.47317  -3.43578  0.08593
H  -1.83125  -2.33965  -0.69361
O  -2.66840  -1.37103  -2.00287
H  -2.05929  -0.92532  -2.59610
H  -3.59300  -1.19353  -2.18085
O  1.72600  -0.98839  2.92659
H  1.12004  -1.35872  2.27284
H  1.17206  -1.02268  3.71370

SMILES string = CCCN(CC)CC.O.O.O.O.O.O
Total energy = -790.218970 Eh
Maximum force = 2.297 eV/Å
Energy relative to the best compared isomer or geometry (same formula, charge and spin) = 19.84 kcal/mol
Molecular weight = 223.31 g/mol

A cluster of 4 separate species, C4H11O3 in total at a distorted geometry. Source: the OMol25 dataset; level of theory: the ωB97M-V functional and the def2-TZVPD basis.

Cartesian coordinates (Å):
C  0.54634  0.17429  1.32124
C  -0.69425  0.64664  0.56039
C  -0.62712  1.45492  -0.49409
O  -3.59389  0.47033  1.06246
C  1.63778  -0.73886  0.58712
O  1.14435  -1.81035  -0.17859
H  1.21912  1.10111  1.48246
H  0.24034  -0.37025  2.32375
H  -1.64871  0.54889  1.06394
H  -1.08312  -0.61864  -0.68622
H  -1.58160  1.75224  -0.84351
H  0.37227  1.89361  -0.75512
H  -4.09914  0.13855  0.39808
H  2.17909  -0.01978  -0.07534
H  2.32749  -1.02317  1.39204
H  1.17105  -1.45466  -1.48762
H  0.99455  -1.23985  -3.22807
O  1.49545  -0.90504  -2.44292

Total energy = -384.481542 Eh
Maximum force = 4.287 eV/Å
Total charge = -1
Energy relative to the best compared isomer or geometry (same formula, charge and spin) = 170.73 kcal/mol
Molecular weight = 107.13 g/mol

> Look up the molecular weight of the first one.

223.31 g/mol

> Among the records above, which one has the highest maximum force?

C4H11O3

> Which value of total energy does entry 1 give?

-790.218970 Eh

> energy relative to the best compared isomer or geometry (same formula, charge and spin) of number 1 (C7H29NO6)?

19.84 kcal/mol